12
Properties=species:S:1:pos:R:3:forces:R:3 method="wB97M-V/def2-TZVPD" homo_ev="-26.17 / -22.03" total_charge=+3 gap_ev="10.68 / 4.70"
O 1.0031 -1.1896 0.5105 0.666 -0.164 -0.018
C -0.6911 1.1473 1.3315 0.552 0.280 1.549
O -0.1044 0.1804 -0.8136 -0.353 0.709 -1.164
H -1.9719 0.8199 -0.3572 0.113 0.258 0.212
C 0.8117 -0.7236 -0.6809 -0.084 -0.017 2.196
O -0.5620 0.7065 2.4486 -0.401 0.735 -1.337
Bi 1.6118 -1.0581 -3.6047 0.758 -0.170 -4.818
O 1.4416 -1.1268 -1.6661 -0.362 -0.042 3.165
H -0.4200 2.1909 1.0693 0.106 0.456 0.550
C -1.1434 0.3157 0.1549 -1.264 -1.693 -0.371
H -1.4905 -0.6674 0.5038 0.141 0.197 -0.068
H 1.5151 -0.5952 1.1041 0.128 -0.549 0.105


16
Properties=species:S:1:pos:R:3:forces:R:3 method="wB97M-V/def2-TZVPD" homo_ev=-0.25 total_charge=-2 gap_ev=6.32
C 0.1457 -0.2952 -1.3998 2.375 -0.850 -0.973
H -0.4430 2.0703 1.1943 -0.030 0.084 -0.436
C 0.4878 -2.8035 -2.0811 0.843 1.311 1.175
O 0.4586 -0.1059 2.8905 -0.693 0.669 -2.152
C 0.1981 0.1497 1.7038 1.359 -3.340 -0.524
N 0.6489 0.1178 -2.5190 -0.812 2.581 -0.048
O 0.6209 -2.6644 1.3972 -0.862 -2.924 -5.252
H 0.8364 -2.1832 2.1188 0.860 2.747 3.783
C 0.4216 -1.7463 0.3839 -0.079 2.807 2.005
H 0.4495 1.2300 -2.6317 0.230 -3.380 0.489
C -0.4461 0.7545 -0.5394 -1.437 2.478 -1.492
C -0.1222 1.1104 0.7820 0.008 -0.561 2.236
O -1.1509 1.5593 -1.2028 -0.053 -0.155 0.640
C 0.4456 -1.6895 -0.9654 -0.880 -0.014 1.640
O 1.6216 -3.2178 -2.3868 -0.299 -0.545 -0.268
O -0.6533 -3.0247 -2.4914 -0.531 -0.907 -0.821


48
Properties=species:S:1:pos:R:3:forces:R:3 method="wB97M-V/def2-TZVPD" homo_ev="-14.19 / -14.19" total_charge=+2 gap_ev="5.21 / 5.21"
C -2.0093 -2.5213 -2.9754 -0.027 0.005 0.007
H -0.9650 -4.1302 -3.9163 0.001 -0.001 0.000
C -1.1157 2.3667 1.8891 -0.007 0.090 0.037
C 2.7814 -1.0971 -2.8881 0.421 -0.228 -0.156
C 2.5417 -0.4108 5.0486 0.043 0.010 -0.048
H -0.2643 -0.0949 3.1984 -0.001 0.021 -0.035
C -3.4456 0.9409 1.2767 -0.016 -0.024 0.001
N -0.7168 -0.6979 -2.1421 0.037 0.013 -0.250
F -2.9978 3.8826 -2.2226 -0.044 -0.071 0.068
V -0.1335 1.1440 -1.2942 -1.111 -0.304 2.698
I 4.5103 -0.0050 -2.6405 0.081 0.019 -0.005
C 1.5904 -0.6262 -2.4628 -0.420 0.935 0.521
C 1.7695 0.1535 2.4482 0.053 -0.186 0.289
C 1.6422 -3.0955 -3.7033 -0.069 0.016 0.032
F -1.4893 2.7457 -3.5492 -0.094 0.007 0.051
C 0.3832 -2.5777 -3.2570 -0.021 -0.150 -0.072
H 3.8965 0.2393 2.0243 -0.018 0.008 -0.017
C 1.1776 -0.3704 4.7326 0.200 -0.030 0.105
F -2.5365 1.6481 -1.8736 0.281 0.134 -0.041
H 2.8397 -0.6294 6.0667 0.001 0.008 -0.017
C -0.8840 -3.1701 -3.4228 0.053 -0.087 -0.042
H 3.7371 -2.7712 -3.8590 0.006 0.011 0.004
C 1.4668 0.4902 1.1165 -0.186 0.065 -0.235
C -2.3388 2.8392 2.2980 0.077 -0.014 0.029
H -2.4016 3.7626 2.8576 -0.014 -0.011 0.001
C -3.5044 2.1271 1.9894 -0.025 -0.021 -0.021
H 4.5731 -0.2371 4.3507 -0.009 -0.007 0.009
H -2.1469 -0.4867 0.3291 0.010 0.006 -0.002
C -1.0385 1.1639 1.1497 0.158 0.168 -0.420
H -4.3494 0.3838 1.0706 0.002 0.016 -0.012
F -0.4198 2.8485 -1.0913 0.115 0.123 -0.395
C 0.4038 -1.3394 -2.6188 -0.483 0.249 0.140
C 0.7863 -0.0966 3.4494 0.174 0.095 -0.294
O 1.3471 0.6357 -1.8838 1.266 -0.814 -0.999
H -2.9914 -2.9508 -3.1095 0.009 -0.004 0.002
B -2.3391 2.8190 -2.5465 0.005 -0.020 -0.249
H -4.4627 2.5065 2.3196 0.008 -0.005 0.007
C 2.7909 -2.3761 -3.5164 0.034 0.171 0.093
H 0.4409 -0.5664 5.4991 0.016 -0.002 0.003
C -1.8931 -1.2842 -2.3426 0.074 0.070 0.109
H -2.7706 -0.7607 -1.9883 -0.003 0.012 -0.007
C 3.5273 -0.1932 4.0809 -0.124 -0.057 0.271
H -0.2089 2.9147 2.1136 -0.006 0.003 -0.024
C 3.1496 0.0698 2.7901 -0.302 0.040 -0.156
C -2.2174 0.4653 0.8414 -0.080 -0.145 0.022
H 2.3190 0.5344 0.4436 -0.009 0.096 -0.043
C 0.2158 0.7415 0.5632 -0.062 -0.098 -0.901
I 1.7504 -4.9341 -4.6429 0.009 -0.111 -0.060


5
Properties=species:S:1:pos:R:3:forces:R:3 method="wB97M-V/def2-TZVPD" homo_ev="-10.52 / -8.73" gap_ev="8.89 / 5.43"
H -0.4382 -1.0312 0.0127 -0.314 2.348 -0.140
H -1.9514 0.0960 0.0154 1.727 0.207 -0.126
Br 3.1444 -0.6266 -0.0317 -0.568 0.428 0.011
C -0.7978 0.0835 -0.0157 -1.537 -2.329 0.329
P 0.0430 1.4782 0.0193 0.693 -0.654 -0.074


10
Properties=species:S:1:pos:R:3:forces:R:3 method="wB97M-V/def2-TZVPD" homo_ev="-14.87 / -14.40" total_charge=+1 gap_ev="6.92 / 5.61"
H -0.0270 2.0158 -0.6067 -0.352 0.403 -0.334
N 0.7171 0.0138 -0.3862 0.994 2.440 -1.289
H 0.3195 -1.4680 1.0099 -0.207 -0.502 -1.212
H 1.7247 0.2161 -0.5566 -1.254 -0.767 0.009
C -1.2815 -0.6223 0.0454 -0.785 3.041 -0.397
N -1.4754 0.5696 0.0225 -1.271 -3.331 -0.250
C 0.1216 -1.2027 -0.0839 -0.840 -3.187 1.047
H 0.0586 -2.1094 -0.8222 1.025 1.592 1.330
H 0.0217 1.4750 1.4338 -0.342 -0.530 -3.893
C -0.1792 1.1120 -0.0561 3.031 0.841 4.989


14
Properties=species:S:1:pos:R:3:forces:R:3 method="wB97M-V/def2-TZVPD" homo_ev=-12.71 total_charge=+1 gap_ev=3.20
H 4.1225 0.7224 -2.3167 -1.185 -1.303 -1.052
H 1.6522 -0.3904 0.9693 0.281 0.275 -0.848
C 2.2486 -0.6275 0.0265 7.489 0.627 1.382
H 1.8429 -1.3801 -0.6416 -0.562 -0.156 -0.854
H -3.6434 -0.5404 -0.5960 0.239 2.560 1.961
H 3.6446 0.2071 -2.7265 1.209 1.277 0.975
C -3.0056 0.8938 0.6205 -1.632 0.636 -1.728
N 3.5565 -0.4352 -0.0285 -7.707 -0.666 0.312
N -1.0021 -0.3994 0.1081 -0.195 -0.485 0.525
C -1.9168 0.4723 -0.1845 1.964 0.796 -0.480
H -1.7535 1.1529 -1.0432 0.054 -0.758 0.067
H -1.3359 -0.9409 0.9390 0.452 0.427 -0.580
H -3.3580 2.0070 0.4367 0.087 -2.788 0.099
H -3.0097 0.5734 1.6465 -0.494 -0.441 0.222


23
Properties=species:S:1:pos:R:3:forces:R:3 method="wB97M-V/def2-TZVPD" homo_ev=-13.38 total_charge=+1 gap_ev=8.46 smiles=CC(C)C#C[n+]1ccccc1
C -1.0576 -3.5467 0.0815 0.507 1.602 -1.070
C -0.6114 -1.0889 0.3369 1.119 3.878 -1.840
H 0.6926 3.2159 -3.1635 -0.529 -0.571 1.516
H -2.1003 -3.6220 -0.0665 -1.316 -0.507 0.454
C 0.4516 2.9407 -2.0856 0.961 -1.063 -4.385
C -0.3134 0.0195 -0.1205 -1.366 -3.199 1.103
H -1.2913 -2.1965 1.8529 -0.716 -0.409 0.340
H 0.0923 0.8376 -2.6393 0.009 1.176 1.745
C 0.3347 3.5719 0.1500 0.828 0.043 1.433
H 0.9039 4.8453 -1.4583 0.653 0.519 0.079
H 0.6172 4.2742 0.9466 -0.749 -0.358 -0.256
C -0.1014 2.3183 0.4448 0.715 -1.016 -1.459
H -0.2527 1.9837 1.4258 -0.454 -0.516 1.093
C 0.6824 3.8503 -1.1450 -0.958 1.852 0.532
H 0.8098 -1.7004 2.2652 0.878 0.744 0.043
H 0.6694 -3.2784 2.4105 0.090 -2.019 0.694
H -0.5730 -4.4386 0.4150 -0.052 -0.603 0.195
C -0.6814 -2.3627 0.9836 2.321 -1.279 0.087
C 0.1378 1.6321 -1.8112 -0.397 -1.228 -1.412
H 1.6985 -2.6667 1.0268 -1.014 -0.117 0.136
H -0.7516 -3.3165 -0.9538 0.504 -0.227 0.422
N -0.1363 1.3085 -0.5397 0.186 1.322 1.178
C 0.7802 -2.5808 1.6439 -1.219 1.975 -0.626


114
Properties=species:S:1:pos:R:3:forces:R:3 method="wB97M-V/def2-TZVPD" homo_ev=-9.09 gap_ev=9.63 smiles=FC(F)(F)C(F)(F)C(F)(F)C(F)(F)C(F)(F)C(F)(F)CC[SiH3].COC[C@@H](C)N.COC[C@@H](C)N.COC[C@@H](C)N.COC[C@@H](C)N.COC[C@@H](C)N
O -4.5869 -4.5502 -7.7474 -0.083 -0.047 0.043
F -0.1428 -1.7750 -10.9932 0.001 0.144 -0.043
O 0.6575 1.1263 -1.1277 0.039 0.058 0.089
H 3.2698 6.1298 12.0775 -0.027 0.003 -0.059
H 1.9823 1.2027 3.6309 0.068 0.043 0.002
H 3.6986 0.9151 -2.5446 -0.041 0.036 -0.047
O 1.5366 3.7998 5.7185 0.003 -0.071 0.131
F 2.7210 -2.7485 -11.0873 -0.146 0.046 -0.053
H 1.3714 -1.1663 -13.4863 0.171 -0.109 -0.023
H 1.1769 2.3488 0.4766 0.050 0.016 -0.017
C 1.8256 0.2285 -11.1551 0.323 0.070 -0.477
F 2.5397 -2.6896 -8.9135 -0.071 -0.028 -0.043
C -0.2112 -1.5286 -6.5352 -0.265 0.487 0.237
F 2.0055 -0.7108 -6.8447 -0.056 0.011 0.127
H -2.2305 -5.9535 -5.7986 0.004 0.084 0.008
H 3.9063 1.6910 -0.1119 -0.018 -0.004 0.001
C 0.6733 1.4045 0.2633 -0.154 -0.206 -0.127
O -2.3117 0.9817 7.0754 -0.124 0.060 -0.029
C 2.4297 -0.6716 -10.0804 -0.303 0.463 0.258
H -5.7007 -6.2417 -8.2238 -0.052 -0.052 0.090
H 0.5504 3.6685 10.5688 -0.017 0.040 -0.033
H -5.1597 -0.4702 8.3741 0.007 0.008 -0.011
H -4.4565 -7.1941 -5.5337 -0.007 0.008 -0.011
H -3.6896 0.2179 5.7154 -0.110 0.014 0.031
H 3.2235 0.1275 0.3550 -0.062 0.007 -0.014
O 1.6198 5.0791 9.6345 0.132 0.008 0.074
H 1.1515 0.5954 0.8215 0.074 0.104 0.090
H 2.5738 2.0256 5.9455 -0.073 -0.053 0.007
C -0.2428 -2.7677 -8.8713 -0.547 -0.187 -0.282
H 1.3605 3.2306 2.6533 -0.002 -0.040 -0.051
H 2.0817 2.5693 -1.5309 0.053 -0.026 0.066
H -4.6920 -2.1589 8.5835 0.041 -0.020 -0.013
F 0.0753 -0.3922 -8.6189 -0.226 -0.386 0.285
C 2.9632 5.1944 12.5444 0.062 -0.063 0.087
C 2.0588 -2.1357 -10.0633 0.560 0.223 -0.407
H -6.2616 -5.3337 -6.7913 0.015 -0.041 0.024
N -2.0086 -1.6945 8.1282 0.089 0.164 0.065
C -3.7574 -7.3200 -6.3630 0.015 -0.065 0.112
H -0.3236 3.2795 6.4989 0.018 -0.151 0.077
F 1.3633 -1.2170 -4.8337 -0.009 -0.124 -0.452
H 2.9795 5.3549 13.6219 -0.037 0.029 -0.003
F -0.6996 -0.3729 -6.0147 0.135 -0.395 -0.172
H 1.0857 2.7040 7.4352 -0.012 -0.051 -0.021
N 0.6501 2.7348 3.1843 0.174 0.088 0.041
N -2.2066 -6.1901 -7.8623 -0.053 0.118 0.067
C -5.8174 -5.2469 -7.7871 0.046 0.076 -0.152
C -3.3830 1.1641 6.1666 0.167 -0.013 -0.087
C 1.5246 4.1497 10.6952 -0.178 -0.144 0.036
C 1.7992 1.5531 -1.8392 0.015 0.032 -0.203
F 0.3230 -3.7018 -8.0756 -0.159 0.324 -0.392
F 1.8022 -2.7876 -6.2588 -0.015 0.283 0.153
H 3.5111 -0.6454 -10.1680 0.243 -0.247 -0.061
H -4.3856 -1.3584 7.0554 0.042 0.040 -0.023
C 0.5732 -2.5767 -10.1916 0.061 -0.874 0.299
H -3.1266 -3.9109 -6.5391 0.003 0.024 -0.051
H -1.1149 -1.4941 8.5676 -0.020 -0.081 0.060
F -1.4341 -3.2685 -9.2817 0.326 0.126 0.199
H 3.7022 -0.5688 -13.0711 0.061 -0.019 0.007
C -2.9566 -6.0457 -6.6123 -0.167 -0.110 -0.143
H -0.5914 1.6034 5.2065 0.037 0.039 0.056
H -1.8204 0.9449 9.0156 0.034 0.001 -0.046
H 0.6439 4.4183 7.4403 0.072 0.005 0.005
H -4.3219 -7.6242 -7.2440 -0.015 0.053 -0.032
C -2.6903 0.6866 8.4051 0.124 0.019 0.194
H -0.3567 1.4787 0.6037 -0.014 0.041 -0.030
H 0.8554 6.5551 11.4831 0.049 0.060 0.051
H 2.0654 1.0806 -13.7490 0.091 0.048 0.012
C 0.2535 1.0133 4.8579 -0.014 -0.155 -0.063
H 3.6547 4.6798 9.4419 0.015 -0.004 0.046
H 0.1656 3.4701 3.6925 -0.085 -0.045 0.015
H 2.9321 5.7832 8.2554 -0.028 -0.043 -0.011
H -3.0854 -8.1411 -6.1152 0.025 0.008 -0.040
H 4.7306 0.1892 -0.5381 -0.021 -0.038 -0.018
H -1.8665 -1.4575 7.1499 -0.051 -0.070 -0.034
C -3.0281 -0.7885 8.6643 -0.065 -0.043 -0.227
C 3.0013 0.5997 -1.7620 -0.052 -0.057 0.213
H 3.2408 6.3581 9.8957 0.093 -0.056 0.046
H -6.4957 -4.6783 -8.4228 0.020 0.031 0.009
H 0.7451 0.2957 -11.1125 -0.166 -0.071 0.139
F 0.5706 -3.8103 -10.7489 0.006 0.125 0.087
H -4.4372 -4.7260 -5.6915 -0.025 -0.087 -0.004
H 1.2314 3.9876 12.7915 -0.041 -0.047 -0.041
C 1.2860 -1.5725 -6.1274 0.107 -0.353 0.531
N 2.6248 -0.7887 -2.0377 -0.097 0.121 -0.104
C -3.8053 -4.7656 -6.5890 0.164 0.106 0.090
C 2.9345 5.4914 9.3057 -0.131 0.112 -0.130
C 0.6906 3.5220 6.8254 -0.112 0.235 -0.123
H 3.0337 3.0708 4.6034 -0.026 0.054 -0.001
H 2.2178 -0.2596 -9.1007 -0.044 -0.058 0.056
H 2.2283 -0.8456 -2.9706 0.153 -0.029 0.129
H -3.0461 -0.9163 9.7507 0.043 0.053 0.027
H 1.4829 1.6128 -2.8845 -0.034 -0.034 0.007
H 1.8514 -1.0220 -1.4208 0.044 -0.059 0.055
Si 2.2965 -0.1427 -12.9513 -0.460 0.012 0.062
H 0.6704 0.4823 5.7156 -0.019 0.017 0.022
H 2.2860 3.3660 10.5825 0.070 0.048 0.047
F -1.8748 -1.2227 -8.1098 0.523 -0.061 -0.032
F -0.8679 -2.5663 -5.9635 0.361 0.481 -0.367
H -4.2423 1.6376 6.6494 -0.027 -0.031 0.022
H -1.5861 -5.3964 -7.9724 0.115 -0.042 0.029
C 1.5679 4.7665 12.1008 0.129 0.192 -0.070
H -3.0292 1.8151 5.3669 0.020 0.017 0.023
C 3.7526 0.6591 -0.4353 0.121 0.046 0.005
H -0.1397 0.2707 4.1621 0.009 0.036 -0.040
H -0.2963 5.5969 12.0579 -0.010 -0.002 0.101
H 2.1709 1.2399 -10.9501 0.168 0.135 0.037
H -3.5107 1.3440 8.7223 -0.071 -0.057 -0.036
H 3.7069 4.4316 12.3056 -0.002 0.006 -0.014
C -4.3947 -1.2115 8.1350 -0.094 -0.025 0.076
C 1.3079 1.8740 4.1726 -0.193 0.006 0.122
N 0.6550 5.9044 12.2376 -0.083 -0.134 -0.116
C -0.5427 -1.4602 -8.0589 -0.743 -0.061 0.161
C 2.1756 2.6742 5.1536 0.164 0.018 -0.130
H -2.8676 -6.0966 -8.6286 0.001 -0.088 -0.032


Calculated energy in order - -17166.05078 -19031.59264 -81056.34174 -80397.27434 -6158.30627 -6218.99856 -12044.94143 -90931.49596 eV